# 1
Formula: C22H24N4O6S
Source: the Open Molecules 2025 dataset
Level of theory: the ωB97M-V functional and the def2-TZVPD basis

Summary:
LUMO	0.3	eV
Kohn-Sham gap	8.91	eV
highest occupied orbital energy	-8.62	eV
E_tot	-1920.71653	Ha
total charge	0
ΔE to the lowest compared entry with this formula, charge and spin	1963.0	kJ/mol

The geometry in XYZ format:
```
57
C22H24N4O6S | the Open Molecules 2025 dataset | the ωB97M-V functional and the def2-TZVPD basis
C 3.366 5.572 2.061
H 4.403 5.082 1.874
O 2.461 4.551 2.582
C 2.316 3.456 2.061
C 3.079 3.054 0.839
C 2.580 1.852 0.484
C 1.622 1.122 1.197
C 1.176 1.290 2.283
C 1.473 2.552 2.819
H 0.957 3.006 3.649
H 0.289 0.600 2.931
N 1.410 -0.481 0.714
S 0.004 -0.902 0.785
O -1.217 0.015 0.796
O -0.234 -2.171 -0.004
C -0.215 -1.528 2.657
C -1.139 -1.364 3.404
N -1.064 -2.057 4.718
C -0.003 -3.065 4.981
O -0.019 -3.438 6.210
N 1.108 -3.064 4.128
C 0.888 -2.421 3.020
O 1.837 -2.684 2.137
H 1.681 -3.537 4.457
H -1.680 -2.350 5.340
C -2.464 -0.802 3.196
H -2.294 -0.032 2.297
H -2.683 -0.270 4.122
H -3.303 -1.371 3.286
C 2.093 -0.905 -0.430
C 1.889 -0.540 -1.807
O 2.883 -0.542 -2.687
N 0.656 0.124 -2.012
H 0.109 0.246 -1.277
C 0.289 0.643 -3.286
C -1.149 -0.270 -3.729
C -1.305 -1.417 -3.258
C -2.797 -1.804 -3.574
C -3.356 -1.414 -4.647
C -2.994 -0.235 -5.078
C -1.874 0.579 -4.842
H -1.612 1.450 -5.026
H -3.436 0.313 -5.961
C -4.498 -1.930 -5.177
H -4.314 -2.569 -6.083
H -4.884 -2.839 -4.692
H -5.393 -1.248 -5.376
H -2.898 -2.732 -3.346
H -0.843 -1.904 -2.412
H 0.051 1.652 -3.130
H 1.073 0.309 -4.020
H 1.889 -2.100 -0.443
H 3.182 -1.020 -0.332
H 2.954 1.548 -0.538
H 3.484 3.712 0.309
H 2.883 5.848 1.126
H 3.583 6.430 2.705
```

Here are the natural (NBO) charges for atoms 1 to 6, given in e:
1 C -0.27
2 H 0.19
3 O -0.47
4 C 0.38
5 C -0.27
6 C -0.22

# 2
Formula: C49H55BrN8O3Ti
Source: the Open Molecules 2025 dataset
Level of theory: the ωB97M-V functional and the def2-TZVPD basis

Summary:
LUMO (spin up / spin down)	2.4 / 2.1	eV
Kohn-Sham gap (spin up / spin down)	4.53 / 5.70	eV
multiplicity	2
highest occupied orbital energy (spin up / spin down)	-2.14 / -3.62	eV
E_tot	-5987.73674	Ha
total charge	-1
ΔE to the lowest compared entry with this formula, charge and spin	18.7	kJ/mol

The geometry in XYZ format:
```
117
C49H55BrN8O3Ti | the Open Molecules 2025 dataset | the ωB97M-V functional and the def2-TZVPD basis
Ti 0.007 0.295 0.074
C 1.153 -5.611 2.507
C 2.230 -4.603 2.083
C 1.728 -3.623 1.065
C 1.808 -3.713 -0.312
C 2.487 -4.771 -1.127
C 3.874 -4.346 -1.626
C 1.106 -2.601 -0.830
N 0.603 -1.819 0.185
C 0.970 -2.465 1.346
C 0.591 -2.055 2.633
C -0.219 -1.008 2.913
C -0.617 -0.642 4.259
C -0.102 -1.299 5.499
C 1.331 -0.857 5.831
C -1.472 0.395 4.152
C -1.600 0.698 2.733
C -2.403 1.680 2.259
C -2.609 1.981 0.899
N -2.019 1.247 -0.094
C -2.488 1.772 -1.267
C -2.260 1.226 -2.540
C -1.455 0.175 -2.818
N -0.673 -0.521 -1.911
C 0.012 -1.441 -2.670
C 0.874 -2.380 -2.194
C -0.329 -1.313 -4.080
C -1.249 -0.328 -4.166
C -1.968 0.164 -5.384
C -3.401 -0.378 -5.484
C 0.203 -2.190 -5.169
C -0.549 -3.522 -5.269
C -3.343 2.866 -1.018
C -3.424 3.011 0.355
C -4.296 4.063 1.000
C -4.170 4.321 2.501
C -3.927 3.759 -2.069
C -2.896 4.780 -2.572
N -0.803 -0.155 1.987
C -2.163 1.123 5.264
C -1.255 2.146 5.957
H 1.492 -6.241 3.336
H 0.886 -6.260 1.669
H 0.248 -5.085 2.818
H 3.090 -5.142 1.674
H 2.595 -4.069 2.965
H 1.862 -5.034 -1.986
H 2.584 -5.682 -0.529
H 3.798 -3.441 -2.234
H 4.344 -5.133 -2.224
H 4.528 -4.118 -0.780
H 0.966 -2.630 3.470
H -0.116 -2.385 5.373
H -0.768 -1.070 6.335
H 1.996 -1.058 4.989
H 1.710 -1.379 6.713
H 1.374 0.216 6.020
H -2.930 2.257 2.996
H -2.772 1.693 -3.373
H 1.342 -3.051 -2.904
H -1.409 -0.131 -6.275
H -1.995 1.257 -5.377
H -3.392 -1.469 -5.526
H -3.906 -0.003 -6.378
H -3.981 -0.087 -4.608
H 1.264 -2.389 -4.996
H 0.135 -1.666 -6.125
H -0.497 -4.063 -4.323
H -0.131 -4.157 -6.055
H -1.604 -3.348 -5.494
H -5.344 3.828 0.782
H -4.095 5.007 0.484
H -4.523 3.472 3.088
H -4.781 5.184 2.777
H -3.137 4.536 2.781
H -4.799 4.284 -1.672
H -4.286 3.167 -2.916
H -2.552 5.412 -1.749
H -3.310 5.424 -3.355
H -2.021 4.260 -2.970
H -2.524 0.399 5.999
H -3.047 1.634 4.880
H -0.432 1.647 6.473
H -1.810 2.735 6.693
H -0.817 2.829 5.224
N 2.665 0.347 1.974
C 1.723 0.329 1.301
Br 3.061 5.884 0.069
C 1.822 5.455 1.446
C 1.652 6.452 2.400
C 0.747 6.285 3.433
C 0.002 5.119 3.508
C 0.176 4.132 2.552
C 1.090 4.266 1.504
C 1.258 3.084 0.551
O 2.237 3.028 -0.166
O 0.301 2.204 0.627
H 2.237 7.359 2.323
H 0.628 7.066 4.177
H -0.714 4.978 4.310
H -0.388 3.213 2.597
C 1.854 2.768 -4.067
N 2.422 1.771 -3.168
C 3.686 1.316 -3.282
C 4.188 0.409 -2.421
C 3.321 -0.066 -1.383
N 2.077 0.355 -1.296
C 1.620 1.333 -2.111
O 0.512 1.816 -1.950
N 3.753 -0.983 -0.510
H 2.649 3.181 -4.684
H 1.390 3.555 -3.480
H 1.089 2.314 -4.697
H 4.271 1.728 -4.093
H 5.209 0.067 -2.499
H 4.744 -1.125 -0.434
H 3.215 -1.077 0.347
```

Here are the Löwdin charges for atoms 1 to 6, given in e:
1 Ti 1.19
2 C -0.10
3 C -0.20
4 C -0.16
5 C -0.16
6 C -0.20

# 3
Formula: C53H51IrN4O3PSTe
Source: the Open Molecules 2025 dataset
Level of theory: the ωB97M-V functional and the def2-TZVPD basis

Summary:
LUMO (spin up / spin down)	-0.3 / -0.9	eV
Kohn-Sham gap (spin up / spin down)	6.53 / 5.94	eV
multiplicity	2
highest occupied orbital energy (spin up / spin down)	-6.87 / -6.88	eV
E_tot	-3606.88554	Ha
total charge	0
ΔE to the lowest compared entry with this formula, charge and spin	0.0	kJ/mol

The geometry in XYZ format:
```
115
C53H51IrN4O3PSTe | the Open Molecules 2025 dataset | the ωB97M-V functional and the def2-TZVPD basis
Ir 0.250 -0.716 -0.968
O -2.980 0.681 1.564
S -2.549 0.106 0.319
O -2.616 -1.314 0.140
N -1.000 0.528 -0.005
C -0.649 1.892 -0.029
C -1.366 2.971 0.430
C -0.853 4.277 0.265
C 0.355 4.524 -0.325
C 1.121 3.438 -0.808
C 2.376 3.551 -1.446
C 3.018 2.429 -1.891
C 2.405 1.174 -1.744
N 1.237 1.050 -1.156
C 0.597 2.148 -0.664
C -3.488 0.896 -0.960
C -4.522 1.752 -0.614
C -5.272 2.345 -1.621
C -4.978 2.085 -2.952
C -3.934 1.231 -3.286
C -3.185 0.631 -2.288
H -2.307 2.830 0.937
H -1.442 5.104 0.641
H 0.736 5.533 -0.424
H 2.819 4.531 -1.576
H 3.982 2.486 -2.377
H 2.844 0.269 -2.137
H -4.733 1.937 0.430
H -6.085 3.011 -1.364
H -5.563 2.552 -3.733
H -3.703 1.027 -4.324
H -2.364 -0.030 -2.536
C 0.741 -3.927 1.208
C 0.569 -2.698 0.378
O -0.132 -2.779 -0.739
N 1.031 -1.515 0.684
Te 0.798 -0.739 3.553
C 0.403 -0.032 5.534
C 1.405 0.532 6.332
C 2.842 0.641 5.899
C 1.065 1.025 7.593
C -0.227 0.958 8.084
C -0.576 1.497 9.446
C -1.200 0.362 7.289
C -0.909 -0.134 6.025
C -2.021 -0.755 5.218
C 1.661 1.064 2.844
C 0.974 2.283 2.982
C -0.428 2.401 3.513
C 1.617 3.462 2.611
C 2.891 3.469 2.073
C 3.564 4.757 1.682
C 3.537 2.251 1.907
C 2.956 1.050 2.301
C 3.756 -0.215 2.156
H 0.775 -4.803 0.562
H -0.121 -4.020 1.872
H 1.640 -3.857 1.817
H 3.133 -0.224 5.302
H 3.495 0.706 6.769
H 3.008 1.528 5.284
H 1.843 1.467 8.207
H 0.300 1.919 9.938
H -0.978 0.711 10.088
H -1.334 2.279 9.374
H -2.216 0.285 7.662
H -2.951 -0.750 5.786
H -1.793 -1.789 4.952
H -2.182 -0.216 4.282
H -1.067 1.613 3.113
H -0.851 3.367 3.236
H -0.453 2.328 4.601
H 1.087 4.401 2.730
H 2.852 5.583 1.664
H 4.028 4.678 0.697
H 4.354 5.015 2.390
H 4.536 2.235 1.481
H 4.733 0.004 1.722
H 3.231 -0.931 1.525
H 3.910 -0.690 3.129
N 0.505 -0.879 -2.874
P -0.019 -2.059 -3.813
C 0.707 -3.682 -3.479
C 2.038 -3.713 -3.067
C 2.652 -4.923 -2.793
C 1.940 -6.109 -2.929
C 0.617 -6.081 -3.341
C -0.001 -4.869 -3.618
C -1.811 -2.302 -3.944
C -2.528 -2.658 -2.799
C -3.912 -2.726 -2.843
C -4.589 -2.449 -4.023
C -3.881 -2.105 -5.165
C -2.496 -2.027 -5.128
C 0.503 -1.644 -5.496
C 0.665 -0.303 -5.830
C 1.016 0.051 -7.125
C 1.211 -0.933 -8.085
C 1.058 -2.272 -7.752
C 0.703 -2.629 -6.459
H 2.579 -2.783 -2.942
H 3.683 -4.944 -2.465
H 2.418 -7.054 -2.708
H 0.059 -7.004 -3.440
H -1.039 -4.850 -3.925
H -2.014 -2.856 -1.870
H -4.457 -2.973 -1.942
H -5.670 -2.497 -4.052
H -4.405 -1.888 -6.087
H -1.954 -1.743 -6.021
H 0.532 0.446 -5.059
H 1.143 1.094 -7.385
H 1.488 -0.657 -9.094
H 1.220 -3.039 -8.498
H 0.589 -3.674 -6.197
```

Here are the Löwdin charges for atoms 1 to 6, given in e:
1 Ir 1.45
2 O -0.30
3 S 0.60
4 O -0.29
5 N -0.26
6 C -0.23